[1]
# C21H32ClGaN5O2SSi

C21H32ClGaN5O2SSi as an isolated structure (the ωB97M-V functional and the def2-TZVPD basis, the OMol25 dataset).

```
64
Properties=species:S:1:pos:R:3:forces:R:3
Ga -0.089 -0.264 0.602 0.46 0.88 0.01
N 2.193 -0.206 0.008 -0.09 -0.44 0.13
C 2.426 0.880 -0.947 -0.29 0.31 0.17
C 3.825 1.489 -0.731 -0.20 0.29 -0.16
C 4.123 2.873 -1.316 0.11 -0.08 -0.11
C 4.249 2.950 -2.844 0.08 0.20 0.54
N 2.973 2.860 -3.536 -0.16 -0.22 -0.18
C 2.012 3.778 -3.462 0.17 -0.04 -0.72
N 2.278 5.030 -3.100 0.04 0.11 0.16
N 0.810 3.510 -3.986 -0.14 0.05 -0.11
C 1.205 1.859 -0.875 0.48 -0.41 -0.09
O 1.298 2.998 -1.313 -0.08 0.25 0.21
O 0.125 1.357 -0.443 -0.62 -0.15 0.16
H 2.630 0.001 0.910 0.00 -0.12 -0.21
H 2.578 -1.087 -0.322 -0.07 0.12 0.13
H 2.351 0.448 -1.954 0.02 0.01 0.10
H 4.564 0.770 -1.097 0.01 -0.01 0.10
H 3.974 1.577 0.348 0.01 -0.07 0.03
H 5.072 3.208 -0.895 0.08 0.00 -0.04
H 3.349 3.562 -0.984 0.15 0.07 0.03
H 4.877 2.142 -3.224 -0.01 0.13 -0.05
H 4.724 3.896 -3.118 0.07 -0.15 -0.11
H 2.681 1.936 -3.812 -0.05 0.13 -0.03
H 3.152 5.273 -2.664 -0.09 -0.08 0.00
H 1.517 5.680 -2.988 0.11 -0.05 0.05
H 0.524 2.552 -4.108 0.05 0.08 0.08
H 0.062 4.156 -3.796 -0.03 -0.08 0.00
C -4.275 -4.999 -1.687 0.38 0.15 0.63
Si -3.304 -4.410 -0.159 -0.22 -0.27 0.05
C -4.239 -4.814 1.460 0.31 0.11 -0.69
C -1.578 -5.204 -0.071 -0.55 0.33 -0.11
C -3.289 -2.490 -0.194 0.31 -0.45 0.10
C -4.481 -1.799 -0.033 0.11 0.10 -0.04
C -4.509 -0.430 0.216 -0.05 0.00 0.05
C -3.311 0.208 0.446 -0.07 0.15 0.03
N -2.153 -0.420 0.260 0.14 -0.08 0.10
C -2.134 -1.701 -0.160 -0.32 -0.06 -0.14
S -0.551 -2.184 -0.673 0.69 0.30 0.19
H -4.389 -6.078 -1.664 -0.03 -0.24 0.01
H -3.771 -4.742 -2.614 0.16 0.09 -0.10
H -5.271 -4.568 -1.723 -0.17 0.11 0.05
H -4.346 -5.888 1.579 0.00 -0.22 -0.02
H -5.237 -4.386 1.475 -0.18 0.10 -0.06
H -3.713 -4.440 2.336 0.17 0.10 0.05
H -1.664 -6.279 0.065 -0.20 -0.20 0.02
H -0.997 -4.818 0.761 0.03 0.11 0.14
H -1.001 -5.032 -0.974 0.05 0.02 -0.15
H -5.410 -2.343 -0.098 -0.24 -0.06 0.02
H -5.441 0.105 0.283 -0.07 0.07 0.11
H -3.243 1.237 0.774 -0.07 0.02 0.00
Cl -0.266 -2.423 2.637 -0.34 -0.65 0.44
C 1.255 -1.793 3.147 0.39 0.33 0.12
C 2.274 -2.631 3.555 -0.02 0.03 -0.05
C 3.510 -2.086 3.866 0.03 -0.01 -0.01
C 3.707 -0.717 3.780 0.08 0.01 -0.03
C 2.671 0.112 3.384 -0.08 -0.08 0.01
C 1.420 -0.409 3.057 -0.07 0.04 -0.01
C 0.310 0.418 2.523 -0.37 -0.36 -0.67
H 2.105 -3.694 3.612 -0.02 -0.17 0.00
H 4.320 -2.735 4.156 0.09 -0.08 0.10
H 4.673 -0.292 4.016 0.04 0.00 0.05
H 2.822 1.182 3.326 -0.01 0.09 0.03
H 0.560 1.479 2.511 0.06 -0.02 -0.14
H -0.594 0.290 3.127 0.04 -0.01 -0.15
```
Positions in Å, forces in eV/Å.

Kohn-Sham gap	7.98	eV
charge	+1
F_max	1.0	eV/A
multiplicity	1
relative energy (zero: lowest compared OMol25 entry of this formula, charge and spin)	14.4	kcal per mole
molar mass	551.85	u

These are the Löwdin partial charges, in e, on atoms 1 to 8: number 1, Ga, carries 0.31; number 2, N, carries 0.06; number 3, C, carries -0.25; number 4, C, carries -0.13; number 5, C, carries -0.18; number 6, C, carries -0.15; number 7, N, carries 0.09; number 8, C, carries -0.47

[2]
# C21H32N2O2S

One molecule with the formula C21H32N2O2S (the ωB97M-V functional and the def2-TZVPD basis, the OMol25 dataset).

```
58
Properties=species:S:1:pos:R:3:forces:R:3
C -7.784 1.875 -1.119 0.30 0.01 0.44
S -6.743 2.343 0.295 -0.14 -0.10 0.02
C -6.719 0.777 1.246 0.11 0.42 -0.13
C -5.363 0.087 1.207 0.04 0.03 -0.36
C -4.940 -0.363 -0.204 -0.23 -0.12 0.10
C -5.754 -1.569 -0.680 0.10 0.29 0.05
N -3.520 -0.648 -0.340 0.12 0.05 -0.03
C -2.970 -1.604 0.599 0.13 -0.16 -0.15
C -1.618 -2.097 0.089 0.20 0.21 0.21
C -0.659 -0.920 -0.068 -0.49 0.08 -0.07
O 0.545 -1.433 -0.615 0.15 -0.11 -0.04
C 1.683 -0.692 -0.592 0.28 0.00 -0.08
C 2.773 -1.255 -1.262 -0.21 -0.03 0.03
C 3.991 -0.614 -1.290 -0.05 0.12 0.10
C 4.157 0.611 -0.651 -0.20 0.15 -0.06
C 5.454 1.355 -0.717 -0.04 -0.13 -0.02
O 5.564 2.427 -1.285 -0.10 0.27 -0.09
N 6.499 0.748 -0.115 0.26 0.02 -0.01
C 6.416 -0.397 0.775 -0.26 -0.46 0.29
C 7.823 -0.521 1.365 -0.06 0.10 0.02
C 8.358 0.909 1.300 -0.04 -0.11 -0.15
C 7.793 1.402 -0.026 0.24 0.36 -0.12
C 3.071 1.181 -0.004 0.27 -0.07 -0.10
C 1.845 0.539 0.037 -0.34 -0.11 0.07
C -1.308 0.118 -0.985 0.16 0.04 0.28
C -2.670 0.521 -0.427 0.14 0.01 -0.19
H -7.308 1.084 -1.691 -0.05 -0.06 -0.13
H -8.761 1.561 -0.762 -0.08 -0.02 -0.10
H -7.885 2.765 -1.732 -0.05 0.03 -0.10
H -7.509 0.145 0.846 -0.10 -0.06 0.08
H -6.969 1.046 2.273 -0.09 -0.11 -0.04
H -4.617 0.787 1.590 0.05 -0.03 0.09
H -5.395 -0.776 1.877 0.08 -0.03 0.06
H -5.131 0.469 -0.891 -0.01 -0.05 0.08
H -5.331 -1.944 -1.608 0.00 -0.04 -0.11
H -6.788 -1.288 -0.860 -0.16 -0.03 0.01
H -5.746 -2.370 0.056 -0.03 -0.13 0.08
H -3.650 -2.451 0.685 0.00 0.00 0.09
H -2.834 -1.165 1.605 -0.08 -0.05 0.00
H -1.744 -2.571 -0.884 -0.02 -0.05 -0.04
H -1.197 -2.829 0.780 0.04 -0.03 0.01
H -0.466 -0.481 0.923 0.01 -0.05 -0.09
H 2.630 -2.202 -1.758 -0.02 -0.10 -0.07
H 4.816 -1.054 -1.832 0.09 -0.07 -0.03
H 6.119 -1.300 0.236 0.00 0.04 0.13
H 5.671 -0.211 1.558 0.06 -0.09 -0.06
H 7.809 -0.924 2.375 0.00 -0.08 -0.01
H 8.434 -1.172 0.739 0.02 -0.04 0.00
H 9.445 0.955 1.334 0.03 0.05 0.04
H 7.955 1.500 2.124 0.00 0.05 0.02
H 7.657 2.483 -0.082 0.06 -0.11 -0.04
H 8.425 1.088 -0.865 0.02 0.10 0.05
H 3.185 2.143 0.473 0.00 0.10 0.02
H 1.029 1.013 0.558 -0.10 0.01 0.02
H -1.439 -0.331 -1.970 0.01 0.00 -0.04
H -0.670 0.997 -1.090 0.02 0.02 -0.02
H -3.137 1.247 -1.096 -0.01 0.02 0.08
H -2.526 1.008 0.556 -0.05 0.05 -0.03
```
Positions in Å, forces in eV/Å.

Kohn-Sham gap	9.18	eV
F_max	0.6	eV/A
multiplicity	1
relative energy (zero: lowest compared OMol25 entry of this formula, charge and spin)	0.0	kcal per mole
molar mass	376.57	u

These are the Löwdin partial charges, in e, on atoms 1 to 8: number 1, C, carries -0.41; number 2, S, carries 0.79; number 3, C, carries -0.48; number 4, C, carries -0.23; number 5, C, carries -0.39; number 6, C, carries -0.04; number 7, N, carries -0.15; number 8, C, carries -0.18

[3]
# C21H32N4O2

One molecule with the formula C21H32N4O2 (the ωB97M-V functional and the def2-TZVPD basis, the OMol25 dataset).

```
59
Properties=species:S:1:pos:R:3:forces:R:3
C -4.741 -0.921 0.408 0.05 -0.03 0.02
C -3.577 -0.822 -0.530 0.07 0.06 -0.20
C -3.744 -0.277 -1.798 0.17 -0.05 0.04
C -2.669 -0.179 -2.666 -0.01 -0.03 0.07
C -1.441 -0.641 -2.226 -0.16 0.18 -0.35
N -1.270 -1.158 -1.022 0.13 -0.11 -0.06
C -2.292 -1.259 -0.181 -0.35 0.10 0.07
C -1.978 -1.814 1.184 0.15 -0.20 -0.06
C -0.971 -2.975 1.169 -0.18 0.10 0.20
N 0.303 -2.613 0.603 0.05 -0.23 -0.21
C 1.307 -2.097 1.342 0.36 -0.25 -0.31
O 1.323 -2.095 2.558 -0.07 0.13 0.39
C 2.456 -1.573 0.492 -0.11 0.23 0.05
C 2.061 -0.296 -0.304 0.03 -0.23 -0.15
C 2.794 -0.261 -1.639 -0.22 0.13 0.25
O 2.319 -0.679 -2.675 -0.29 -0.25 -0.30
N 4.009 0.313 -1.571 0.43 0.26 -0.35
C 4.658 0.627 -0.322 0.07 -0.13 0.39
C 3.675 1.243 0.691 0.08 0.16 0.04
N 2.292 0.971 0.349 0.14 0.11 0.09
C 1.373 1.294 1.426 -0.31 -0.06 -0.16
C -0.030 1.621 0.904 0.36 0.34 0.27
C 0.017 2.733 -0.142 -0.25 -0.39 -0.22
C -1.384 3.031 -0.667 0.10 0.29 0.15
C -2.312 3.427 0.478 -0.15 -0.28 -0.17
C -2.352 2.326 1.533 0.09 0.31 0.19
C -0.948 2.034 2.054 -0.13 -0.35 -0.21
H -4.534 -0.402 1.343 -0.05 0.01 0.10
H -4.959 -1.963 0.641 -0.07 -0.03 0.08
H -5.627 -0.480 -0.042 -0.06 0.01 0.02
H -4.720 0.076 -2.101 -0.08 0.02 -0.01
H -2.782 0.247 -3.650 0.01 0.03 -0.10
H -0.551 -0.595 -2.840 0.06 0.04 -0.15
H -2.890 -2.158 1.671 -0.01 0.06 0.08
H -1.556 -1.009 1.793 -0.04 0.04 0.10
H -0.791 -3.299 2.198 -0.07 -0.05 -0.16
H -1.378 -3.811 0.592 0.01 0.02 0.10
H 0.264 -2.380 -0.382 0.12 0.04 0.23
H 3.298 -1.368 1.152 -0.01 -0.06 0.01
H 2.741 -2.352 -0.218 0.02 -0.05 0.02
H 0.997 -0.356 -0.549 0.16 -0.01 -0.10
H 4.547 0.363 -2.423 -0.16 -0.08 0.02
H 5.469 1.330 -0.520 -0.06 -0.10 0.04
H 5.105 -0.284 0.098 0.01 0.18 0.00
H 3.934 0.878 1.699 0.03 0.02 -0.09
H 3.788 2.332 0.697 0.05 -0.09 0.09
H 1.767 2.180 1.932 0.00 0.01 0.04
H 1.314 0.484 2.169 0.06 0.08 0.09
H -0.455 0.731 0.435 -0.04 -0.06 -0.01
H 0.670 2.429 -0.961 0.07 0.08 0.00
H 0.437 3.635 0.308 0.12 0.09 0.05
H -1.342 3.835 -1.406 -0.03 -0.04 -0.08
H -1.781 2.142 -1.164 -0.03 -0.04 -0.07
H -3.319 3.612 0.096 -0.02 0.09 0.03
H -1.951 4.352 0.934 -0.02 0.10 0.03
H -3.003 2.623 2.359 -0.06 -0.07 0.00
H -2.767 1.420 1.085 -0.07 -0.10 -0.01
H -0.547 2.928 2.537 0.07 0.06 0.08
H -0.984 1.241 2.806 0.04 0.00 0.09
```
Positions in Å, forces in eV/Å.

Kohn-Sham gap	9.03	eV
F_max	0.6	eV/A
multiplicity	1
relative energy (zero: lowest compared OMol25 entry of this formula, charge and spin)	0.0	kcal per mole
molar mass	372.51	u

These are the Löwdin partial charges, in e, on atoms 1 to 8: number 1, C, carries -0.05; number 2, C, carries -0.22; number 3, C, carries -0.03; number 4, C, carries -0.06; number 5, C, carries -0.12; number 6, N, carries 0.09; number 7, C, carries -0.24; number 8, C, carries -0.09